{"formula": "C47H51ClN3O2P3Pb", "method": "ωB97M-V/def2-TZVPD", "symbols": ["Pb", "C", "C", "C", "C", "C", "C", "C", "H", "H", "H", "H", "H", "H", "H", "H", "C", "C", "P", "C", "C", "C", "C", "C", "C", "C", "C", "C", "C", "C", "C", "C", "P", "C", "C", "C", "C", "C", "C", "C", "C", "C", "C", "C", "C", "H", "H", "H", "H", "H", "H", "H", "H", "H", "H", "H", "H", "H", "H", "H", "H", "H", "H", "H", "H", "H", "H", "H", "H", "H", "H", "Cl", "C", "C", "C", "C", "C", "C", "C", "O", "O", "H", "H", "H", "H", "C", "N", "C", "N", "C", "N", "C", "P", "C", "C", "H", "H", "H", "H", "H", "H", "H", "H", "H", "H", "H", "H", "H"], "positions_angstrom": [[0.121, 0.146, 0.168], [2.421, 1.275, 3.810], [1.001, 1.302, 3.306], [0.554, 2.284, 2.426], [-0.780, 2.328, 2.016], [-1.695, 1.398, 2.486], [-1.260, 0.406, 3.363], [0.071, 0.356, 3.756], [2.436, 1.304, 4.900], [2.993, 2.134, 3.455], [2.936, 0.357, 3.512], [1.238, 3.060, 2.090], [-1.102, 3.123, 1.354], [-2.740, 1.464, 2.203], [-1.964, -0.314, 3.762], [0.390, -0.400, 4.468], [-1.746, -3.922, -1.673], [-1.653, -2.823, -2.734], [-1.702, -1.079, -2.189], [-1.122, -0.214, -3.667], [0.217, -0.362, -4.031], [0.682, 0.182, -5.217], [-0.188, 0.890, -6.041], [-1.517, 1.056, -5.673], [-1.989, 0.518, -4.479], [-3.395, -0.631, -1.833], [-3.739, 0.712, -1.626], [-5.061, 1.059, -1.413], [-6.046, 0.076, -1.373], [-5.707, -1.260, -1.551], [-4.387, -1.619, -1.770], [-0.423, -4.172, -0.953], [-0.033, -2.873, 0.267], [1.577, -3.216, 0.967], [2.504, -4.059, 0.341], [3.686, -4.383, 0.993], [3.959, -3.854, 2.252], [3.060, -2.982, 2.859], [1.877, -2.654, 2.218], [-1.265, -3.068, 1.559], [-2.454, -2.340, 1.468], [-3.479, -2.571, 2.372], [-3.312, -3.518, 3.375], [-2.127, -4.245, 3.469], [-1.096, -4.023, 2.568], [-2.035, -4.848, -2.169], [-2.524, -3.709, -0.939], [-2.462, -2.917, -3.464], [-0.725, -2.919, -3.301], [0.896, -0.922, -3.389], [1.713, 0.041, -5.519], [0.170, 1.298, -6.979], [-2.201, 1.578, -6.331], [-3.032, 0.633, -4.215], [-2.966, 1.473, -1.639], [-5.335, 2.098, -1.273], [-7.078, 0.350, -1.194], [-6.474, -2.024, -1.528], [-4.152, -2.663, -1.925], [0.395, -4.272, -1.669], [-0.477, -5.095, -0.370], [2.307, -4.485, -0.636], [4.384, -5.069, 0.528], [4.871, -4.135, 2.767], [3.278, -2.580, 3.842], [1.161, -1.997, 2.704], [-2.585, -1.595, 0.685], [-4.408, -2.017, 2.298], [-4.108, -3.694, 4.089], [-2.009, -4.993, 4.242], [-0.184, -4.603, 2.643], [-2.751, 6.822, -5.010], [-2.005, 5.599, -4.210], [-1.001, 4.829, -4.887], [-0.370, 3.837, -4.210], [-0.701, 3.578, -2.856], [-1.719, 4.326, -2.194], [-2.365, 5.325, -2.846], [0.042, 2.487, -2.117], [1.242, 2.378, -2.329], [-0.700, 1.728, -1.390], [-0.752, 5.060, -5.916], [0.396, 3.249, -4.701], [-1.968, 4.100, -1.165], [-3.134, 5.915, -2.362], [5.637, 1.517, -2.033], [5.250, 1.949, -0.604], [5.858, 0.933, 0.386], [5.429, -0.386, 0.065], [5.821, -0.739, -1.302], [5.218, 0.178, -2.272], [3.774, 0.017, -2.406], [2.915, 0.422, -0.801], [3.758, 2.049, -0.457], [4.000, -0.613, 0.313], [6.720, 1.604, -2.099], [5.171, 2.216, -2.723], [5.664, 2.866, -0.421], [5.547, 1.227, 1.385], [6.939, 1.026, 0.296], [5.516, -1.760, -1.520], [6.905, -0.682, -1.387], [3.546, -1.014, -2.676], [3.387, 0.672, -3.187], [3.526, 2.379, 0.555], [3.381, 2.785, -1.160], [3.774, -1.671, 0.159], [3.770, -0.387, 1.358]], "gap_ev": [4.56, 4.49], "energy_ha": -3812.0736, "spin_multiplicity": 1, "charge": 4, "e_homo_ev": [-17.357, -17.601], "e_lumo_ev": [-12.799, -13.111]}